Below is a cluster of 9 separate species, C17H51NO9 in total, with properties calculated with wB97M-V/def2-TZVPD.

Element x y z (Å)
C -0.547 0.696 -6.437
C -0.225 1.453 -5.128
C 1.247 1.187 -4.758
C -0.326 3.000 -5.421
C -0.308 3.842 -4.143
C -1.345 3.317 -3.147
C -1.358 1.733 -2.887
C -0.374 1.344 -1.832
C -2.805 1.473 -2.284
N -1.230 1.048 -4.181
O -1.388 -0.371 -4.069
H -1.589 0.849 -6.720
H 0.081 0.900 -7.304
H -0.519 -0.382 -6.281
H 1.594 1.877 -3.988
H 1.487 0.184 -4.406
H 1.937 1.246 -5.600
H 0.562 3.288 -5.984
H -1.223 3.153 -6.022
H 0.722 3.944 -3.801
H -0.704 4.809 -4.454
H -2.317 3.712 -3.441
H -1.128 3.798 -2.193
H 0.692 1.379 -2.056
H -0.446 0.268 -1.678
H -0.596 1.848 -0.891
H -3.566 2.128 -2.711
H -2.757 1.807 -1.248
H -3.093 0.423 -2.333
H -2.156 -0.456 -4.638
C 0.484 -1.493 4.387
C 0.143 -0.624 5.603
O 0.876 0.631 5.535
H 0.122 -1.184 3.406
H -0.115 -2.402 4.430
H 1.555 -1.682 4.302
H 0.457 -1.097 6.533
H -0.939 -0.489 5.605
H 0.208 1.217 5.173
C -2.632 -0.862 1.165
C -2.380 -2.324 1.107
O -1.319 -2.655 1.945
H -3.616 -0.671 0.736
H -1.968 -0.252 0.554
H -2.613 -0.533 2.204
H -2.051 -2.563 0.095
H -3.237 -2.955 1.344
H -1.653 -2.941 2.798
C 0.832 2.979 2.719
C -0.108 3.851 1.959
O -1.401 3.238 2.097
H 1.846 3.337 2.537
H 0.913 1.948 2.373
H 0.631 3.109 3.782
H 0.205 3.740 0.921
H -0.079 4.795 2.503
H -1.936 3.478 1.338
C 2.522 -3.895 2.790
C 2.219 -4.514 4.102
O 3.055 -5.633 4.290
H 3.573 -3.611 2.745
H 1.915 -3.000 2.653
H 2.492 -4.568 1.933
H 1.199 -4.829 4.321
H 2.524 -3.880 4.935
H 2.868 -5.965 5.171
O 3.357 0.448 2.436
H 3.564 0.923 1.631
H 2.403 0.367 2.429
O 2.806 -2.585 -0.113
H 2.309 -1.813 0.156
H 2.314 -3.324 0.247
O 0.682 -1.077 0.876
H 0.138 -0.289 0.868
H 0.077 -1.785 1.094
O 0.040 -4.332 0.177
H -0.455 -3.814 0.812
H -0.149 -3.922 -0.667

Values from the calculation:
Structure (SMILES): CC1(C)CCCC(C)(C)N1O.CCO.CCO.CCO.CCO.O.O.O.O
Frontier orbital gap, eV: 8.81
Multiplicity: 1
LUMO level, Ha: 0.0041
Electronic energy, eV: -38370.1902

Löwdin population analysis, charges in e, atoms 1 to 2: atom 1 (C): -0.04, atom 2 (C): -0.50

Below is the ion C5H14IN2 with charge +1, with properties calculated with wB97M-V/def2-TZVPD.

Element x y z (Å)
C -2.398 1.755 -0.259
C -1.524 0.907 0.644
N -0.147 0.798 0.087
C 0.670 -0.303 0.692
C 2.149 -0.005 0.590
N 0.200 -1.562 -0.125
C 0.935 -1.822 -1.344
I 0.058 -3.234 1.127
H -3.377 1.873 0.195
H -1.979 2.747 -0.407
H -2.538 1.277 -1.227
H -1.924 -0.106 0.717
H -1.456 1.342 1.641
H 0.342 1.697 0.180
H -0.234 0.591 -0.919
H 0.353 -0.444 1.723
H 2.457 0.165 -0.441
H 2.405 0.872 1.185
H 2.715 -0.847 0.982
H 1.982 -2.100 -1.198
H 0.429 -2.648 -1.843
H 0.883 -0.953 -2.001

Values from the calculation:
Charge: +1
Structure (SMILES): CC[NH2+][C@H](C)N(C)I
Frontier orbital gap, eV: 8.89
Multiplicity: 1
LUMO level, Ha: -0.1346
Electronic energy, eV: -16485.6811

natural (NBO) population analysis, charges in e, atoms 1 to 2: atom 1 (C): -0.64, atom 2 (C): -0.22

Below is an isolated molecule of C2H6O, with properties calculated with wB97M-V/def2-TZVPD.

Element x y z (Å)
C 0.635 0.615 0.817
O 0.500 -0.587 0.095
C -0.553 -0.577 -0.833
H -0.088 1.374 0.491
H 0.481 0.430 1.888
H 1.645 1.020 0.675
H -0.425 0.212 -1.591
H -1.531 -0.434 -0.347
H -0.553 -1.548 -1.336

Values from the calculation:
Structure (SMILES): COC
Frontier orbital gap, eV: 10.89
Multiplicity: 1
LUMO level, Ha: 0.0418
Electronic energy, eV: -4217.8671

natural (NBO) population analysis, charges in e, atoms 1 to 2: atom 1 (C): -0.25, atom 2 (O): -0.55

Below is an isolated molecule of C4H9NS, with properties calculated with wB97M-V/def2-TZVPD.

Element x y z (Å)
C 2.706 0.678 0.208
S 1.425 -0.760 -0.078
C 0.039 0.484 -0.005
C -1.293 -0.278 -0.463
C -2.526 -0.476 0.664
N -2.160 0.886 -0.228
H 2.728 1.186 -0.725
H 2.190 1.457 1.000
H 3.580 0.201 0.546
H 0.059 1.089 0.898
H 0.299 1.094 -1.052
H -1.198 -1.285 -1.223
H -3.553 -1.034 0.281
H -2.323 -0.120 1.628
H -3.021 0.922 -0.934

Values from the calculation:
Structure (SMILES): CSC[C@H]1CN1
Frontier orbital gap, eV: 9.41
Multiplicity: 1
LUMO level, Ha: 0.0361
Electronic energy, eV: -16614.2897

natural (NBO) population analysis, charges in e, atoms 1 to 2: atom 1 (C): -0.67, atom 2 (S): 0.09

Below is an isolated molecule of C6H10, with properties calculated with wB97M-V/def2-TZVPD.

Element x y z (Å)
C 0.636 -2.306 1.836
C -0.077 -1.644 0.966
C -0.644 -0.822 0.126
C 0.057 0.490 -0.169
C 0.527 0.563 -1.621
C -0.825 1.669 0.245
H 1.396 -3.017 1.523
H 0.507 -2.132 2.901
H -1.603 -1.037 -0.349
H 0.949 0.502 0.468
H 1.098 1.483 -1.797
H -0.315 0.544 -2.324
H 1.178 -0.288 -1.849
H -1.099 1.583 1.302
H -0.295 2.618 0.106
H -1.750 1.705 -0.343

Values from the calculation:
Structure (SMILES): C=C=CC(C)C
Frontier orbital gap, eV: 10.57
Multiplicity: 1
LUMO level, Ha: 0.0413
Electronic energy, eV: -6382.5144

natural (NBO) population analysis, charges in e, atoms 1 to 2: atom 1 (C): -0.50, atom 2 (C): 0.10

Below is a structure of composition C38H40AsN3O2SSe2Ti, with properties calculated with wB97M-V/def2-TZVPD.

Element x y z (Å)
Ti 0.300 0.026 0.227
O 3.888 0.854 4.863
C 3.959 2.052 4.127
C 3.135 1.917 2.829
C 3.132 3.307 2.152
O 2.696 3.309 0.822
C 1.737 1.456 3.241
Se 0.305 1.865 1.965
C 3.831 0.875 1.959
Se 2.937 0.280 0.275
H 4.396 0.959 5.676
H 5.004 2.283 3.879
H 3.555 2.885 4.719
H 4.151 3.719 2.213
H 2.446 3.968 2.689
H 3.289 2.729 0.317
H 1.445 1.950 4.172
H 1.721 0.371 3.391
H 3.976 -0.038 2.541
H 4.805 1.251 1.629
S -0.643 -1.431 2.021
C -2.373 -1.635 1.910
C -2.971 -2.623 2.699
C -4.342 -2.721 2.788
C -5.152 -1.834 2.092
C -4.572 -0.883 1.274
C -3.189 -0.791 1.145
As -2.378 0.637 0.099
C -3.175 2.035 1.256
C -2.937 1.895 2.623
C -3.420 2.824 3.525
C -4.173 3.898 3.080
C -4.431 4.041 1.729
C -3.930 3.119 0.822
C -3.662 0.678 -1.406
C -3.754 1.835 -2.179
C -4.707 1.953 -3.175
C -5.566 0.898 -3.434
C -5.409 -0.298 -2.754
C -4.460 -0.410 -1.753
H -2.331 -3.295 3.250
H -4.788 -3.479 3.418
H -6.226 -1.876 2.185
H -5.198 -0.179 0.733
H -2.362 1.052 2.996
H -3.211 2.706 4.578
H -4.566 4.616 3.784
H -5.028 4.873 1.378
H -4.149 3.248 -0.232
H -3.050 2.646 -2.002
H -4.783 2.868 -3.743
H -6.345 1.000 -4.175
H -6.035 -1.146 -2.994
H -4.343 -1.354 -1.231
C -1.060 0.105 -3.903
N -0.033 -0.604 -3.162
C 1.013 -1.045 -4.075
C -0.608 -1.745 -2.445
C 0.435 -2.437 -1.599
C 0.989 -3.630 -2.062
C 1.949 -4.297 -1.327
C 2.323 -3.803 -0.088
C 1.769 -2.623 0.369
C 0.858 -1.877 -0.388
H -1.510 -0.516 -4.694
H -0.630 0.989 -4.375
H -1.848 0.426 -3.224
H 0.628 -1.750 -4.827
H 1.811 -1.527 -3.511
H 1.421 -0.179 -4.593
H -1.056 -2.470 -3.154
H -1.423 -1.355 -1.803
H 0.682 -4.023 -3.023
H 2.406 -5.196 -1.713
H 3.058 -4.322 0.511
H 2.065 -2.268 1.358
N 3.113 6.010 -2.840
C 2.516 5.090 -2.507
C 1.795 3.938 -2.112
C 0.551 4.040 -1.477
C -0.083 2.876 -1.097
N 0.396 1.653 -1.329
C 1.576 1.558 -1.957
C 2.302 2.669 -2.368
H 0.113 5.000 -1.266
H -1.034 2.934 -0.565
H 1.921 0.560 -2.209
H 3.255 2.541 -2.858

Values from the calculation:
Frontier orbital gap, eV: 5.83
Multiplicity: 1
LUMO level, Ha: -0.0359
Electronic energy, eV: -274100.3347

Löwdin population analysis, charges in e, atoms 1 to 2: atom 1 (Ti): 0.33, atom 2 (O): -0.05

Below is a structure of composition C26H36BrIN2OPZn, with properties calculated with wB97M-V/def2-TZVPD.

Element x y z (Å)
Zn 0.342 1.291 0.641
I -1.139 1.295 -2.290
C 0.755 0.432 -2.169
C 1.569 0.365 -3.286
C 2.786 -0.280 -3.151
C 3.131 -0.839 -1.930
C 2.249 -0.701 -0.874
N 1.084 -0.068 -0.989
H 1.254 0.803 -4.222
H 3.459 -0.350 -3.996
H 4.062 -1.369 -1.790
H 2.466 -1.122 0.101
C 2.436 3.582 1.714
C 1.842 3.718 0.316
C 0.644 4.665 0.328
O 1.498 2.483 -0.233
H 2.813 4.536 2.091
H 3.257 2.863 1.705
H 1.676 3.222 2.413
H 2.618 4.167 -0.327
H -0.149 4.249 0.959
H 0.247 4.777 -0.682
H 0.902 5.654 0.715
C 0.302 1.078 4.357
C -0.130 0.152 3.215
C 1.166 -0.446 2.632
C -0.901 1.074 2.179
C -1.035 -0.997 3.677
C -1.316 -1.135 5.099
C -2.048 -2.045 5.771
C -2.845 -3.136 5.254
C -3.252 -3.289 3.994
C -3.008 -2.311 2.885
H 0.854 1.918 3.932
H 0.961 0.577 5.070
H -0.555 1.486 4.895
H 1.881 0.351 2.384
H 0.973 -1.051 1.742
H 1.640 -1.121 3.348
H -1.176 2.029 2.637
H -0.782 -0.449 5.741
H -1.990 -1.991 6.854
H -3.116 -3.905 5.970
H -3.777 -4.200 3.732
H -3.244 -2.834 1.952
C -0.694 -4.464 -1.489
P -1.003 -2.712 -1.943
C -2.837 -2.689 -1.872
C -0.794 -2.842 -3.774
H -1.336 -5.153 -2.046
H -0.845 -4.609 -0.416
H 0.350 -4.711 -1.690
H -3.278 -3.552 -2.378
H -3.207 -1.772 -2.334
H -3.155 -2.679 -0.829
H -1.365 -3.671 -4.202
H 0.262 -2.984 -4.011
H -1.118 -1.911 -4.247
Br -0.026 -4.628 2.301
C -1.594 -1.796 2.747
C -3.830 -1.029 2.929
C -3.408 0.133 2.426
C -2.188 0.473 1.561
N -1.713 -0.606 0.681
C -1.341 -1.648 1.296
H -4.774 -1.065 3.467
H -4.054 0.993 2.588
H -2.570 1.246 0.882
H -0.918 -2.496 0.761

Values from the calculation:
Charge: -1
Frontier orbital gap, eV: 6.11
Multiplicity: 1
LUMO level, Ha: 0.0770
Electronic energy, eV: -168423.5798

natural (NBO) population analysis, charges in e, atoms 1 to 2: atom 1 (Zn): 1.56, atom 2 (I): 0.19

Below is a cluster of 2 separate species, C2H3F2IO2S in total, with properties calculated with wB97M-V/def2-TZVPD.

Element x y z (Å)
C 2.026 -0.055 -0.789
C -2.187 -0.659 0.656
O -0.676 0.428 0.080
O 1.221 2.048 0.501
F -2.097 -1.943 0.875
F -2.318 0.005 1.755
S 0.837 0.642 0.554
I -3.323 0.011 -0.905
H 1.984 0.645 -1.724
H 2.777 -0.096 -0.038
H 1.757 -1.027 -0.967

Values from the calculation:
Frontier orbital gap (alpha / beta), eV: 7.06 / 7.06
Multiplicity: 1
LUMO level (alpha / beta), Ha: -0.0433 / -0.0433
Electronic energy, eV: -30584.2091

natural (NBO) population analysis, charges in e, atoms 1 to 2: atom 1 (C): -0.79, atom 2 (C): 0.80

Relative energy (zero: lowest compared OMol25 entry of this formula, charge and spin), respectively: 0.000 0.575 0.600 5.165 1.345 2.355 0.000 3.846 eV.
F_max, respectively: 2.59 2.89 0.34 6.25 0.27 1.83 0.52 4.10 eV/A.